(1)
Density functional theory data (ωB97M-V/def2-TZVPD) for C29H51Cl38P as an isolated structure.

The value obtained for the energy above the lowest of the compared OMol25 structures with the same formula, charge and spin is 283.54 kcal per mole. The LUMO energy is 0.07 eV.

The geometry in ORCA input format:
```
! RIJCOSX wB97M-V def2-TZVPD def2/J DEFGRID3
* xyz 0 1
C -7.173 -6.808 -1.590
C -6.951 -5.173 -1.594
Cl -5.711 -4.514 -0.328
C -7.683 -4.252 -2.553
Cl -8.903 -4.851 -3.817
P -7.211 -2.370 -2.384
C -6.507 -0.568 -2.163
C -4.864 -0.750 -1.942
C -3.936 -0.837 -3.305
C -2.279 -1.062 -3.282
C -1.586 -1.213 -1.800
C 0.051 -1.487 -1.717
C -2.473 -1.115 -0.404
C -4.126 -0.887 -0.484
H -8.290 -7.001 -1.881
H -6.936 -7.197 -0.492
H -6.395 -7.259 -2.365
H -5.832 -2.793 -2.600
H -7.879 -2.338 -1.107
H -7.979 -2.002 -3.546
H -6.909 -0.072 -1.175
H -6.738 0.121 -3.080
H -4.405 -0.769 -4.400
H -1.684 -1.112 -4.316
H 0.171 -2.462 -1.047
H 0.494 -1.795 -2.781
H 0.642 -0.568 -1.263
H -1.961 -1.246 0.661
H -4.732 -0.850 0.521
C -3.285 -7.193 -3.679
Cl -4.170 -8.530 -2.935
Cl -3.992 -5.636 -3.234
H -2.246 -7.222 -3.341
H -3.322 -7.303 -4.766
C 3.315 -2.376 -4.121
Cl 2.430 -3.713 -3.376
Cl 2.608 -0.818 -3.675
H 4.354 -2.405 -3.783
H 3.278 -2.486 -5.207
C 0.720 1.677 0.699
Cl 0.051 0.304 1.589
Cl 2.429 1.421 0.325
H 0.166 1.799 -0.235
H 0.619 2.579 1.308
C -4.040 2.908 0.518
Cl -3.503 1.359 -0.142
Cl -4.078 2.867 2.285
H -3.350 3.691 0.196
H -5.044 3.125 0.146
C 5.765 2.477 1.307
Cl 6.409 4.014 1.897
Cl 6.896 1.699 0.193
H 5.591 1.814 2.158
H 4.823 2.662 0.785
C -0.585 0.694 5.556
Cl -1.974 1.379 4.704
Cl -0.791 -1.042 5.817
H 0.316 0.860 4.960
H -0.482 1.190 6.525
C 3.973 1.047 -6.913
Cl 5.588 1.741 -7.097
Cl 4.030 -0.720 -6.958
H 3.556 1.365 -5.954
H 3.338 1.403 -7.728
C 3.572 2.238 4.812
Cl 1.903 2.577 4.337
Cl 4.230 0.876 3.898
H 4.183 3.124 4.621
H 3.596 1.996 5.878
C 7.695 1.694 4.331
Cl 8.551 0.802 5.594
Cl 6.863 3.103 4.999
H 8.416 2.029 3.581
H 6.959 1.033 3.866
C 4.565 -3.850 -0.230
Cl 5.209 -2.313 0.360
Cl 5.696 -4.628 -1.344
H 4.391 -4.513 0.621
H 3.623 -3.664 -0.752
C -6.928 1.151 3.712
Cl -8.597 1.489 3.236
Cl -6.270 -0.211 2.797
H -6.317 2.036 3.520
H -6.904 0.909 4.777
C 10.215 -1.029 2.795
Cl 8.826 -0.345 1.943
Cl 10.009 -2.766 3.056
H 11.116 -0.864 2.198
H 10.318 -0.534 3.763
C 2.610 2.755 9.060
Cl 3.962 3.040 7.958
Cl 1.081 2.656 8.179
H 2.776 1.815 9.592
H 2.555 3.579 9.776
C 8.504 1.700 -9.871
Cl 10.267 1.797 -9.785
Cl 7.991 0.483 -11.046
H 8.114 1.431 -8.886
H 8.109 2.673 -10.172
C 1.604 5.582 12.274
Cl 3.367 5.679 12.361
Cl 1.091 4.364 11.100
H 1.214 5.313 13.259
H 1.209 6.555 11.974
C -9.628 -1.695 1.730
Cl -11.297 -1.356 1.255
Cl -8.970 -3.057 0.816
H -9.017 -0.809 1.539
H -9.604 -1.937 2.796
C -5.720 2.338 -5.118
Cl -4.988 1.009 -4.211
Cl -7.484 2.282 -5.017
H -5.370 3.286 -4.704
H -5.421 2.260 -6.166
C 5.422 5.287 -5.419
Cl 4.537 3.950 -4.674
Cl 4.714 6.845 -4.973
H 6.460 5.258 -5.081
H 5.384 5.177 -6.505
*
```

(2)
Density functional theory data (ωB97M-V/def2-TZVPD) for a 8-piece molecular cluster, C29H51F9O9S overall.

The value obtained for the energy above the lowest of the compared OMol25 structures with the same formula, charge and spin is 0.00 kcal per mole. The LUMO energy is 0.38 eV. Its SMILES is O=C1C[C@H](CCC(F)(F)C(F)(F)S(F)(F)(F)(F)F)CO1.CC(C)=O.CC(C)=O.CC(C)=O.CC(C)=O.CC(C)=O.CC(C)=O.CC(C)=O.

The geometry in ORCA input format:
```
! RIJCOSX wB97M-V def2-TZVPD def2/J DEFGRID3
* xyz 0 1
O 4.870 -0.752 5.366
C 4.529 -0.796 4.251
C 5.016 0.014 3.032
C 3.878 -0.203 2.030
C 2.782 0.876 1.860
C 2.382 1.596 3.175
C 0.873 1.881 3.304
F 0.418 2.272 2.101
F 0.804 2.996 4.087
C 0.050 0.778 4.045
F -0.629 1.353 5.023
F 0.829 -0.071 4.665
S -1.206 -0.217 3.038
F -0.620 -1.593 3.597
F -2.201 -0.239 4.297
F -1.952 1.079 2.537
F -0.269 -0.321 1.774
F -2.295 -1.087 2.232
C 3.266 -1.576 2.448
O 3.511 -1.631 3.860
H 5.426 1.010 3.187
H 5.817 -0.627 2.631
H 4.396 -0.275 1.073
H 1.957 0.411 1.313
H 3.206 1.621 1.180
H 2.800 1.152 4.082
H 2.818 2.599 3.123
H 3.682 -2.427 1.914
H 2.192 -1.486 2.247
C 4.904 -3.237 -1.133
C 5.933 -2.719 -0.160
O 5.609 -2.093 0.826
C 7.380 -3.013 -0.466
H 3.909 -2.955 -0.792
H 5.073 -2.803 -2.119
H 4.961 -4.325 -1.191
H 7.656 -2.570 -1.424
H 7.543 -4.091 -0.496
H 8.008 -2.584 0.313
C -3.534 -3.856 3.522
C -4.990 -4.168 3.761
O -5.562 -5.029 3.129
C -5.699 -3.360 4.817
H -3.144 -4.508 2.742
H -3.414 -2.823 3.202
H -2.965 -4.028 4.438
H -5.680 -2.304 4.552
H -5.218 -3.512 5.786
H -6.735 -3.683 4.884
C -6.321 -8.273 -1.234
C -5.398 -7.099 -1.007
O -4.749 -6.625 -1.914
C -5.322 -6.546 0.393
H -6.279 -8.569 -2.281
H -6.008 -9.117 -0.617
H -7.346 -7.995 -0.987
H -4.966 -7.316 1.080
H -6.303 -6.193 0.711
H -4.627 -5.710 0.415
C 2.521 2.331 -3.224
C 3.408 2.727 -2.070
O 3.748 1.921 -1.229
C 3.848 4.164 -2.015
H 2.276 1.272 -3.145
H 1.596 2.909 -3.196
H 3.039 2.505 -4.168
H 2.981 4.817 -1.940
H 4.421 4.413 -2.910
H 4.479 4.317 -1.140
C 2.497 2.347 -8.651
C 1.848 2.904 -7.407
O 2.386 3.762 -6.744
C 0.500 2.344 -7.026
H 3.457 2.836 -8.807
H 2.662 1.275 -8.538
H 1.862 2.534 -9.519
H 0.579 1.271 -6.842
H -0.221 2.530 -7.823
H 0.151 2.831 -6.116
C -9.055 -1.039 1.625
C -8.212 -0.776 2.849
O -7.928 -1.663 3.621
C -7.738 0.640 3.067
H -9.324 -2.093 1.593
H -9.968 -0.443 1.666
H -8.492 -0.792 0.724
H -8.595 1.309 3.170
H -7.119 0.960 2.228
H -7.146 0.687 3.979
C 1.543 7.373 -4.537
C 2.425 7.793 -3.386
O 2.769 7.004 -2.535
C 2.861 9.237 -3.343
H 1.308 6.315 -4.445
H 0.613 7.944 -4.521
H 2.062 7.536 -5.483
H 1.988 9.888 -3.276
H 3.436 9.480 -4.238
H 3.488 9.399 -2.468
*
```

(3)
Density functional theory data (ωB97M-V/def2-TZVPD) for C29H51HgNO2SSi2 as an isolated structure.

The LUMO energy is -0.12 eV.

The geometry in ORCA input format:
```
! RIJCOSX wB97M-V def2-TZVPD def2/J DEFGRID3
* xyz 0 1
O -0.858 -1.885 -1.664
O 0.826 1.891 -5.420
C -0.175 -3.002 -2.272
C -1.035 -4.214 -2.088
H 0.834 -3.167 -1.878
H 0.020 -2.777 -3.327
H -1.152 -4.393 -1.011
H -0.597 -5.091 -2.560
H -2.014 -4.029 -2.533
C -1.590 -1.007 -2.458
C -1.513 -1.193 -3.948
H -1.245 -0.015 -2.184
H -2.595 -1.113 -2.060
H -0.701 -0.594 -4.362
H -2.446 -0.842 -4.359
H -1.409 -2.213 -4.283
C 0.323 2.570 -4.270
C 2.057 1.255 -5.178
C -1.133 2.954 -4.396
H 0.901 3.497 -4.069
H 0.462 1.895 -3.408
H -1.391 3.274 -5.409
H -1.370 3.773 -3.721
H -1.775 2.122 -4.117
C 2.684 0.533 -6.350
H 1.871 0.543 -4.374
H 2.776 1.999 -4.825
H 2.162 -0.381 -6.639
H 3.690 0.217 -6.076
H 2.793 1.155 -7.244
H 1.224 -0.548 -0.909
Hg -0.526 0.020 0.808
C 2.225 -0.986 -0.912
Si 3.109 0.036 0.308
H 2.180 -2.068 -0.706
H 2.524 -0.795 -1.981
C 4.782 -0.693 -0.243
C 3.472 0.124 2.199
C 2.910 1.889 0.064
C -2.209 -1.216 1.157
Si -3.798 -0.232 1.166
H -1.954 -1.579 2.161
H -2.120 -2.046 0.439
C -5.134 -1.081 0.155
C -3.508 1.476 0.426
C -4.276 0.001 2.971
H 2.385 2.125 -0.865
H 3.889 2.397 0.052
H 2.340 2.330 0.896
H 4.777 -1.785 -0.100
H 5.643 -0.307 0.312
H 4.960 -0.505 -1.309
H 3.191 -0.754 2.797
H 3.035 1.002 2.693
H 4.565 0.246 2.338
H -3.369 1.413 -0.661
H -2.615 1.952 0.859
H -4.371 2.126 0.627
H -4.980 0.836 3.091
H -3.376 0.229 3.565
H -4.742 -0.901 3.395
H -6.082 -0.530 0.232
H -5.320 -2.107 0.497
H -4.865 -1.126 -0.908
S 0.392 0.764 5.597
C 0.419 -0.976 5.622
C 0.591 -1.806 6.703
C 0.713 -3.185 6.492
C 0.575 -3.709 5.185
C 0.320 -2.888 4.103
C 0.305 -1.492 4.303
N 0.253 -0.508 3.343
C 0.260 0.711 3.853
C 0.165 1.938 3.083
C 0.274 3.168 3.749
C 0.263 4.359 3.034
C 0.112 4.327 1.645
C -0.050 3.106 0.971
C -0.022 1.921 1.691
H 0.647 -1.351 7.693
H 0.912 -3.844 7.329
H 0.675 -4.793 5.041
H 0.140 -3.264 3.086
H 0.374 3.176 4.824
H 0.372 5.300 3.562
H 0.116 5.255 1.076
H -0.169 3.086 -0.118
*
```